ORCA calculation (ωB97M-V with the def2-TZVPD basis set) on a gas-phase ion, C6H10NO (charge +1).

Cartesian coordinates (Å):
1 C 1.074 -0.400 2.127
2 C 0.399 -0.132 1.046
3 C 0.159 -0.129 -0.371
4 C 0.730 0.989 -1.262
5 C 1.531 0.429 -2.381
6 O 0.531 2.097 -0.909
7 N -0.871 0.421 0.575
8 C -2.132 -0.124 0.957
9 H 0.578 -0.137 3.021
10 H 2.138 -0.780 1.924
11 H -0.178 -1.026 -0.777
12 H 0.959 -0.276 -3.000
13 H 2.400 0.116 -2.013
14 H 1.868 1.114 -3.049
15 H -0.743 1.389 0.486
16 H -2.147 -1.168 0.611
17 H -2.319 -0.248 2.119
18 H -2.811 0.559 0.567

Computed properties:
multiplicity = 1
orbital gap = 11.34 eV
total charge = +1
DFT total energy = -364.24942 Eh
SMILES = C=C1[C@H](C(C)=O)[N@H+]1C